Density functional theory data (ωB97M-V/def2-TZVPD) for a structure of composition C31H16CoF14N7O4Se3.

Computed properties:
- gap between HOMO and LUMO (alpha / beta) (eV) = 4.0 / 4.0
- LUMO level (alpha / beta) (eV) = 0.0994 / 0.0973
- expectation value of S² = 0.760
- multiplicity = 2
- largest force on an atom (eV/Å) = 1.1
- total charge = -1
- HOMO energy (alpha / beta) (eV) = -3.922 / -3.924

```
76
Properties=species:S:1:pos:R:3:mulliken_spin:R:1
Co 0.4471 0.6359 -0.2339 1.0168
Se -5.4769 0.7782 4.2224 0.0003
N -3.7325 0.8099 4.5346 0.0001
C -3.1298 0.6491 3.3837 0.0006
C -1.6927 0.6165 3.2270 -0.0027
C -0.7910 0.7640 4.2805 -0.0003
C 0.5552 0.7293 4.0065 -0.0017
C 0.9764 0.6231 2.6838 0.0087
N 0.1350 0.5162 1.6731 -0.0394
C -1.1822 0.4654 1.9358 0.0303
C -2.0425 0.2866 0.7875 0.0022
N -1.4189 0.1034 -0.3952 -0.0062
C -2.1758 -0.0587 -1.4671 -0.0085
C -3.5648 -0.0102 -1.4382 0.0005
C -4.2067 0.1829 -0.2379 -0.0015
C -3.4344 0.3136 0.9129 -0.0032
C -3.9922 0.4961 2.2354 0.0005
N -5.2781 0.5288 2.4802 0.0002
H -1.1743 0.9254 5.2788 0.0001
H 1.2923 0.8216 4.7906 -0.0001
H 2.0293 0.6594 2.4447 -0.0022
H -1.6761 -0.2378 -2.4082 -0.0031
H -4.1168 -0.1216 -2.3604 -0.0002
H -5.2838 0.2426 -0.1638 0.0000
C 4.0972 -1.2682 1.3096 0.0016
C 3.3043 -0.6290 0.1796 -0.0040
C 3.9834 -0.8371 -1.1718 0.0015
O 1.9727 -1.1308 0.1922 0.0354
C 3.2349 0.9261 0.3656 0.0012
O 4.2253 1.5167 0.7751 -0.0010
O 2.1226 1.4523 0.0123 -0.0208
H 4.2588 -2.3292 1.1097 -0.0003
H 3.5460 -1.1702 2.2448 -0.0001
H 5.0539 -0.7571 1.4047 0.0003
H 4.0390 -1.9002 -1.4253 -0.0008
H 4.9925 -0.4275 -1.1472 0.0001
H 3.4266 -0.3139 -1.9519 0.0006
H 1.7875 -1.6424 -0.6052 -0.0078
Se 1.1014 -2.7977 -3.8996 0.0003
N 0.8175 -1.5310 -5.0926 -0.0012
C 0.6852 -0.3952 -4.4277 -0.0007
C 0.4339 0.8606 -5.0143 -0.0025
C 0.3116 1.9281 -4.1750 0.0027
C 0.4300 1.7671 -2.7823 -0.0057
N 0.6652 0.6168 -2.1776 -0.0014
C 0.8056 -0.4805 -2.9816 -0.0023
N 1.0439 -1.6931 -2.5206 0.0009
H 0.3328 0.9474 -6.0875 -0.0001
H 0.1167 2.9164 -4.5665 -0.0001
H 0.3069 2.6080 -2.1119 -0.0027
F 0.7815 -8.1290 -1.2975 0.0000
C 0.4482 -6.9778 -0.6855 -0.0002
C -0.3152 -6.0293 -1.3425 0.0011
F -0.7439 -6.2756 -2.5996 0.0000
C -0.6363 -4.8428 -0.7110 -0.0012
F -1.4243 -3.9727 -1.3727 0.0000
C -0.2099 -4.5330 0.5863 0.0017
Se -0.6048 -2.8902 1.3912 -0.0020
C 0.5295 -5.5352 1.2287 -0.0014
F 0.9400 -5.3435 2.4847 0.0000
C 0.8579 -6.7278 0.6141 0.0003
F 1.5788 -7.6564 1.2612 0.0000
F 1.2090 4.2879 -1.2823 -0.0003
C 0.7170 4.6699 -0.0913 0.0005
F 0.5507 6.0175 -0.1580 0.0000
F 1.6542 4.4446 0.8303 -0.0002
C -0.6301 3.9175 0.2189 0.0167
O -0.6451 2.6482 -0.1502 -0.0011
C -0.9178 4.1216 1.7494 -0.0015
F -0.8359 5.4029 2.1658 0.0002
F -2.1590 3.6852 2.0581 0.0000
F -0.0633 3.4237 2.5070 -0.0003
C -1.7800 4.6712 -0.5577 0.0030
F -2.1634 5.8547 -0.0345 0.0006
F -1.4195 4.9107 -1.8381 0.0000
F -2.8797 3.9014 -0.6029 -0.0002
```